Entry 1:
18
Properties=species:S:1:pos:R:3:mulliken_charge:R:1 method="wB97M-V/def2-TZVPD" e_above_lowest_ev=3.444 orbital_gap_ev=9.58
C -0.253 2.061 -1.797 -0.649
C 0.358 1.773 -0.638 -0.089
C -0.386 2.029 0.692 -0.751
H 0.202 2.498 -2.686 0.275
H -1.402 1.925 -1.748 0.138
H 1.281 1.198 -0.574 0.351
H -1.401 1.832 0.370 0.362
H 0.056 2.923 1.162 0.302
H -0.051 1.254 1.435 0.054
N 0.584 -3.104 0.641 -0.536
C 0.607 -1.685 0.374 -0.500
N -0.632 -0.841 0.348 -0.469
H -0.363 -3.495 0.660 0.217
H 1.152 -3.735 0.112 0.200
H 1.218 -1.414 -0.491 0.332
H 1.055 -1.324 1.302 0.266
H -1.134 -1.141 -0.465 0.225
H -0.892 -0.754 1.305 0.269

Entry 2:
100
Properties=species:S:1:pos:R:3:mulliken_charge:R:1 method="wB97M-V/def2-TZVPD" total_charge=+2 orbital_gap_ev=6.18
Zr 0.073 -0.280 -0.011 -2.534
C 1.552 -2.599 -1.640 -0.957
P -0.282 -2.292 -1.987 2.372
C -1.141 -2.906 -0.480 0.132
C -2.347 -2.237 -0.201 -0.377
C -3.235 -2.745 0.738 -0.915
C -2.910 -3.906 1.426 -0.785
C -1.695 -4.545 1.198 -0.812
C -0.813 -4.056 0.248 -0.963
C -0.709 -3.475 -3.309 0.802
C -1.282 -4.724 -3.102 -0.457
C -1.533 -5.549 -4.188 -0.745
C -1.228 -5.129 -5.474 -0.596
C -0.668 -3.876 -5.684 -0.812
C -0.416 -3.044 -4.606 -0.458
C 2.183 -1.263 -1.900 -0.298
C 2.979 -0.847 -2.924 -1.117
C 2.909 0.584 -2.972 -0.989
C 2.067 0.987 -1.983 -0.618
C 1.473 2.334 -1.711 -1.203
P -0.350 2.105 -1.367 1.913
C -1.038 2.116 -3.055 0.368
C -1.545 3.287 -3.613 -0.846
C -1.992 3.282 -4.925 -0.837
C -1.947 2.116 -5.676 -0.687
C -1.447 0.947 -5.119 -0.747
C -0.996 0.944 -3.809 0.258
C -0.911 3.665 -0.637 0.326
C -0.133 4.818 -0.631 -0.346
C -0.631 5.975 -0.049 -0.930
C -1.894 5.985 0.525 -0.503
C -2.677 4.837 0.509 -0.854
C -2.186 3.680 -0.069 -0.087
N 1.629 -0.138 -1.276 1.718
H 1.941 -3.337 -2.338 0.711
H 1.702 -2.975 -0.625 0.214
H -2.637 -1.376 -0.806 0.706
H -4.184 -2.255 0.914 0.534
H -3.607 -4.317 2.144 0.495
H -1.446 -5.446 1.744 0.526
H 0.112 -4.584 0.049 0.503
H -1.540 -5.061 -2.108 0.352
H -1.972 -6.524 -4.024 0.441
H -1.433 -5.777 -6.315 0.409
H -0.438 -3.546 -6.688 0.440
H 0.022 -2.065 -4.765 0.396
H 3.533 -1.480 -3.600 0.558
H 3.406 1.217 -3.691 0.595
H 1.585 2.957 -2.597 0.802
H 1.935 2.851 -0.869 0.601
H -1.590 4.198 -3.032 0.437
H -2.381 4.193 -5.358 0.442
H -2.306 2.118 -6.696 0.431
H -1.416 0.039 -5.706 0.492
H -0.599 0.036 -3.372 -0.147
H 0.850 4.829 -1.083 0.455
H -0.026 6.872 -0.047 0.459
H -2.271 6.890 0.982 0.431
H -3.667 4.849 0.946 0.452
H -2.794 2.781 -0.089 0.538
C 0.247 2.947 2.636 -1.887
C 1.470 2.055 2.871 2.783
C 1.964 2.273 4.304 -1.701
C 2.582 2.473 1.887 -1.480
Si 0.977 0.218 2.495 0.037
C 2.354 -1.052 2.996 2.462
C 2.355 -1.330 4.503 -1.604
C 2.165 -2.367 2.220 -1.865
C 3.719 -0.487 2.578 -1.905
C -0.827 -0.208 3.173 2.206
C -1.071 0.260 4.609 -1.600
C -0.992 -1.729 3.122 -1.767
C -1.910 0.413 2.261 -1.768
H 0.536 4.002 2.668 0.709
H -0.518 2.804 3.400 0.270
H -0.194 2.758 1.657 0.150
H 2.196 3.332 4.451 0.534
H 2.875 1.709 4.509 0.366
H 1.213 1.991 5.045 0.335
H 2.596 3.561 1.774 0.538
H 2.440 2.019 0.903 0.009
H 3.567 2.174 2.240 0.372
H 1.442 -1.834 4.825 0.332
H 2.457 -0.410 5.080 0.317
H 3.198 -1.978 4.761 0.522
H 1.240 -2.887 2.468 0.313
H 2.990 -3.048 2.448 0.705
H 2.197 -2.169 1.140 0.242
H 4.006 0.372 3.183 0.351
H 3.730 -0.196 1.523 0.295
H 4.486 -1.252 2.721 0.610
H -0.316 -0.141 5.286 0.352
H -2.050 -0.080 4.963 0.483
H -1.052 1.348 4.690 0.395
H -0.326 -2.218 3.832 0.327
H -0.778 -2.137 2.124 -0.095
H -2.012 -2.016 3.389 0.693
H -1.985 1.490 2.393 0.341
H -2.890 -0.017 2.485 0.592
H -1.723 0.222 1.176 0.345

Entry 3:
16
Properties=species:S:1:pos:R:3:mulliken_charge:R:1 method="wB97M-V/def2-TZVPD" total_charge=+1 e_above_lowest_ev=0.000 orbital_gap_ev="6.90 / 7.16"
C -1.275 0.223 -0.361 -0.184
C -2.506 -0.429 1.741 -0.298
C 1.218 0.478 0.078 0.225
C 2.570 0.228 -0.465 -0.864
N 0.103 0.125 -0.596 0.233
N -2.214 0.148 0.580 -0.177
O 0.322 -0.190 -1.934 -0.395
Br 3.007 -1.758 -0.569 0.021
Br 3.975 1.196 0.558 -0.008
H -1.619 0.319 -1.386 0.366
H -3.471 -0.252 2.022 0.290
H -1.778 -0.773 2.452 0.278
H 0.985 0.554 1.134 0.323
H 2.649 0.443 -1.578 0.564
H -3.130 0.459 0.162 0.297
H 1.162 -0.771 -1.839 0.328

Entry 4:
14
Properties=species:S:1:pos:R:3:mulliken_charge:R:1 method="wB97M-V/def2-TZVPD" e_above_lowest_ev=1.043 orbital_gap_ev="7.07 / 5.80" multiplicity=3
C 1.208 1.545 1.172 -0.740
C 0.489 0.679 2.042 0.059
C 1.056 1.112 -0.119 -0.241
C -0.164 -0.733 -1.222 0.538
C -1.611 -1.311 -1.077 -1.100
N -0.191 -0.277 1.484 -0.550
N 0.261 0.043 -0.244 -0.055
S 0.771 -1.110 -2.501 -0.148
H 1.885 2.289 1.417 0.415
H 0.690 0.782 3.148 0.343
H 1.376 1.555 -0.972 0.500
H -2.170 -1.067 -1.993 0.318
H -2.021 -1.141 -0.050 0.303
H -1.578 -2.368 -1.085 0.358